(1)
The following is a quantum chemistry calculation of a gas-phase ion, C9H16N3 (charge +1) in a non-equilibrium geometry, from the OMol25 dataset.

Cartesian coordinates (Å):
N  0.55615  -1.32450  -0.96288
H  -1.29847  1.66320  1.93007
N  -2.26633  -0.47015  1.10327
H  0.98947  2.08557  0.93549
C  -0.84278  1.18056  0.13802
C  -1.40471  -0.17246  0.26103
H  3.07994  2.42170  -0.34265
H  -1.39596  -0.99433  -1.51740
C  1.33511  -2.13384  -0.12620
N  -1.60525  2.03006  1.04933
H  0.31010  0.23968  -2.29157
C  1.73309  0.86463  -0.74998
H  -1.32192  -2.22169  -0.38585
C  2.79128  1.63691  -1.03533
C  1.17793  -0.20942  -1.66958
H  -4.14555  -0.56038  1.57362
C  0.77160  1.14995  0.37080
H  3.60046  1.33341  -1.72056
H  2.08627  -1.63483  0.65368
C  -3.15648  -0.90597  1.85430
H  0.63737  -2.56966  0.58787
H  2.03199  -2.86078  -0.71522
H  2.02971  -0.63111  -2.38118
H  -1.45233  3.10456  1.04561
H  -3.06899  -1.56348  2.76754
H  -1.13717  1.54045  -0.86288
C  -0.79563  -1.28543  -0.71667
H  0.76114  0.28734  1.20733

Values from the calculation:
**SMILES**: C=[N+]=C1CN(C)CC(=C)C[C@@H]1N
**E_LUMO (alpha / beta)**: -0.165 / -0.165 Eh
**Max |F|**: 4.0 eV Å⁻¹
**Total charge**: +1
**Highest occupied orbital energy (alpha / beta)**: -12.22 / -12.22 eV
**Energy above the lowest of the compared OMol25 structures with the same formula, charge and spin**: 5.855 eV

(2)
The following is a quantum chemistry calculation of 2 unconnected molecules or ions with the total composition C9H16N3O2S in a non-equilibrium geometry, from the OMol25 dataset.

Cartesian coordinates (Å):
C  -3.10606  -0.51613  1.48462
C  0.10062  -1.69850  0.52370
O  -0.37867  2.09394  0.61758
H  1.86878  -0.46719  -1.09982
H  -5.08501  1.59460  -1.00205
H  -0.90280  -2.06615  0.31073
H  -1.14892  0.54620  -2.43623
H  -0.91756  -1.07421  -2.53713
H  -6.13157  -0.24435  0.34469
C  -3.13532  1.23530  -0.14925
H  -2.60673  -1.10449  2.24098
H  0.83220  -2.30833  -0.00526
N  -4.38485  -0.71705  1.28661
C  1.45621  0.18195  -0.32281
C  2.48375  0.29711  0.83898
S  -0.71262  0.80154  1.10284
H  4.47410  0.98687  1.17098
H  -2.61675  2.01626  -0.68210
C  -2.43607  0.45534  0.75386
C  3.77195  0.91891  0.34074
C  -5.07943  -0.00755  0.42938
H  2.04036  0.91107  1.62360
H  0.27384  -1.77918  1.60313
H  1.28108  1.18528  -0.71677
H  3.60829  1.92363  -0.03887
O  -0.43023  0.42275  2.44771
C  -4.49121  1.00682  -0.32172
H  2.67413  -0.70082  1.23664
N  0.20402  -0.32877  0.12157
H  4.23287  0.31527  -0.43847
N  -1.40913  -0.34621  -2.02385

Values from the calculation:
**E_LUMO (alpha / beta)**: -0.187 / -0.275 Eh
**Max |F|**: 2.9 eV Å⁻¹
**Total charge**: +1
**Highest occupied orbital energy (alpha / beta)**: -13.20 / -13.20 eV
**Energy above the lowest of the compared OMol25 structures with the same formula, charge and spin**: 2.704 eV

(3)
The following is a quantum chemistry calculation of 2 unconnected molecules or ions with the total composition C9H16NO in a non-equilibrium geometry, from the OMol25 dataset.

Cartesian coordinates (Å):
H  1.53457  2.86185  0.35271
O  0.18190  2.77395  -2.00072
C  -0.87447  0.70486  1.42773
H  -2.43960  -0.09523  0.21581
C  0.25222  1.55373  1.43919
H  2.98953  -2.06150  -0.49284
C  -1.09220  1.15795  -0.93474
H  -0.18259  -0.88372  -1.06145
H  -1.14696  -2.22522  -0.77545
H  2.06266  -0.68802  -0.29687
C  -1.61549  0.45655  2.72522
C  2.13462  -1.55252  -0.94011
H  -0.98592  0.47926  3.62356
H  0.82748  -2.84692  0.29838
H  2.27310  -1.33927  -1.99138
H  -2.06945  -0.53039  2.73375
H  -0.40837  -2.03306  -2.24109
C  0.98036  -2.52078  -0.71763
C  -1.53110  0.48807  0.22239
H  -2.32313  1.26934  2.86982
H  -1.61801  0.93514  -1.85214
C  -0.10042  2.11847  -0.85070
N  -0.30214  -1.89429  -1.23710
H  1.15629  -3.40597  -1.32946
H  0.71130  1.66004  2.41531
H  0.96179  3.34073  -1.93051
C  0.62401  2.27695  0.32831

Values from the calculation:
**E_LUMO**: -0.117 Eh
**Max |F|**: 1.6 eV Å⁻¹
**Total charge**: +1
**Highest occupied orbital energy**: -11.81 eV
**Energy above the lowest of the compared OMol25 structures with the same formula, charge and spin**: 0.315 eV